# 1
A 6-piece molecular cluster, C34H31BN3O12 overall in a non-equilibrium geometry, computed with ωB97M-V/def2-TZVPD.

Computed properties:
- LUMO energy: -5.39 eV
- ΔE to the lowest compared entry with this formula, charge and spin: 2.093 eV
- Frontier orbital gap: 5.914 eV

Geometry as ORCA input:
```
! RIJCOSX wB97M-V def2-TZVPD def2/J DEFGRID3
* xyz 1 1
N -3.757 1.204 -0.699
C -4.661 2.011 -1.316
N -4.855 1.748 -2.723
C -4.414 3.040 -3.393
C -5.473 4.121 -2.896
C -5.307 4.372 -1.350
B -3.963 5.177 -0.944
O -2.709 4.484 -0.920
O -3.927 6.571 -0.635
N -5.328 3.069 -0.603
H -2.923 1.672 -0.329
H -3.939 0.207 -0.553
H -4.222 0.991 -2.998
H -3.372 3.286 -3.022
H -4.418 2.976 -4.509
H -5.437 5.065 -3.508
H -6.480 3.617 -3.022
H -6.171 5.039 -1.046
H -2.689 3.877 -0.159
H -3.317 6.949 -1.295
H -6.278 2.792 -0.336
C 2.421 4.492 -0.252
C 1.820 3.304 -0.205
C 0.591 3.099 0.589
O 0.038 2.012 0.636
C 0.052 4.261 1.326
C 0.649 5.450 1.279
C 1.882 5.657 0.485
O 2.426 6.739 0.440
H 3.323 4.660 -0.828
H 2.200 2.442 -0.739
H -0.851 4.089 1.901
H 0.267 6.312 1.813
C 6.461 0.865 2.904
C 6.261 1.578 1.796
C 4.977 1.515 1.065
O 4.794 2.164 0.053
C 3.922 0.632 1.610
C 4.121 -0.082 2.717
C 5.406 -0.019 3.449
O 5.585 -0.669 4.461
H 7.394 0.899 3.451
H 7.021 2.230 1.383
H 2.989 0.598 1.062
H 3.361 -0.733 3.130
C -5.919 -4.077 0.560
C -7.237 -4.257 0.460
C -8.082 -3.323 -0.317
O -9.279 -3.482 -0.409
C -7.408 -2.183 -0.980
C -6.092 -2.007 -0.877
C -5.249 -2.939 -0.102
O -4.046 -2.769 -0.015
H -5.285 -4.749 1.125
H -7.745 -5.085 0.937
H -8.040 -1.509 -1.545
H -5.578 -1.180 -1.354
C 0.550 -4.679 -3.164
C -0.010 -5.888 -3.118
C -1.261 -6.125 -2.363
O -1.772 -7.225 -2.319
C -1.865 -4.970 -1.663
C -1.304 -3.762 -1.709
C -0.055 -3.525 -2.464
O 0.455 -2.422 -2.508
H 1.465 -4.487 -3.711
H 0.418 -6.743 -3.625
H -2.779 -5.161 -1.117
H -1.733 -2.907 -1.202
C 9.887 -3.079 2.065
C 9.283 -4.266 2.110
C 8.049 -4.470 2.900
O 7.499 -5.552 2.943
C 7.510 -3.305 3.637
C 8.114 -2.118 3.592
C 9.348 -1.915 2.802
O 9.897 -0.831 2.760
H 10.791 -2.912 1.493
H 9.663 -5.129 1.577
H 6.606 -3.471 4.209
H 7.735 -1.259 4.124
*
```

=====

# 2
C34H31BrN4O5OsPS4 as an isolated structure in a non-equilibrium geometry, computed with ωB97M-V/def2-TZVPD.

Computed properties:
- LUMO energy: -3.69 eV
- Frontier orbital gap: 6.624 eV

Geometry as ORCA input:
```
! RIJCOSX wB97M-V def2-TZVPD def2/J DEFGRID3
* xyz 1 1
Os 0.504 -0.543 -0.269
C -1.316 -1.073 3.962
C -1.009 -1.344 2.518
O -0.141 -0.631 1.978
C -1.718 -2.408 1.855
C -2.865 -2.996 2.424
C -3.509 -4.037 1.811
C -2.994 -4.553 0.614
C -1.879 -3.993 0.040
C -1.242 -2.887 0.630
O -0.187 -2.393 0.022
H -0.566 -0.402 4.363
H -1.338 -1.995 4.540
H -2.289 -0.581 4.028
H -3.251 -2.616 3.360
H -4.391 -4.470 2.262
H -3.475 -5.397 0.138
H -1.452 -4.367 -0.881
Br 6.829 -2.578 0.420
C 5.045 -2.003 0.437
C 4.017 -2.903 0.217
C 2.719 -2.431 0.186
N 2.409 -1.133 0.334
C 3.413 -0.282 0.602
C 4.733 -0.671 0.658
H 4.200 -3.955 0.058
H 1.910 -3.118 -0.011
H 3.144 0.755 0.746
H 5.505 0.060 0.850
C -4.012 0.502 -3.337
N -3.239 -0.013 -2.225
C -1.925 0.151 -2.046
N -1.185 0.636 -3.044
O -1.450 -0.166 -0.920
H -4.989 0.027 -3.328
H -3.542 0.256 -4.289
H -4.149 1.583 -3.265
H -3.734 -0.315 -1.402
H -1.601 0.884 -3.922
H -0.190 0.742 -2.928
O 1.265 -4.209 -1.890
S 0.785 -3.241 -2.828
O -0.517 -3.423 -3.380
N 0.902 -1.681 -2.192
C 1.817 -0.992 -2.744
S 1.998 0.535 -2.067
C 2.564 -1.642 -3.824
C 3.629 -1.158 -4.560
C 4.205 -2.001 -5.502
C 3.740 -3.302 -5.677
C 2.662 -3.786 -4.940
C 2.078 -2.933 -4.032
H 4.002 -0.155 -4.398
H 5.032 -1.641 -6.098
H 4.228 -3.950 -6.392
H 2.297 -4.795 -5.075
S -2.227 3.008 -0.761
P -0.870 2.860 0.642
S 0.842 1.730 0.181
C -1.564 2.449 2.274
C -0.708 2.190 3.342
C -1.215 2.153 4.630
C -2.570 2.362 4.853
C -3.422 2.600 3.785
C -2.921 2.653 2.490
C -0.130 4.480 1.030
C -0.917 5.610 0.845
C -0.457 6.845 1.279
C 0.783 6.953 1.891
C 1.568 5.824 2.077
C 1.113 4.584 1.655
H 0.345 2.017 3.158
H -0.552 1.967 5.466
H -2.960 2.342 5.862
H -4.479 2.760 3.958
H -3.572 2.865 1.653
H -1.880 5.524 0.360
H -1.074 7.724 1.148
H 1.136 7.918 2.232
H 2.533 5.906 2.561
H 1.722 3.703 1.805
*
```

=====

# 3
C34H31Cl4FGeN5O6W as an isolated structure in a non-equilibrium geometry, computed with ωB97M-V/def2-TZVPD.

Computed properties:
- LUMO energy (alpha / beta): -5.31 / -5.27 eV
- ΔE to the lowest compared entry with this formula, charge and spin: 2.626 eV
- ⟨S²⟩: 0.76
- Frontier orbital gap (alpha / beta): 5.795 / 6.738 eV

Geometry as ORCA input:
```
! RIJCOSX wB97M-V def2-TZVPD def2/J DEFGRID3
* xyz 2 2
W -0.520 -0.526 -0.348
Cl 6.323 -0.529 2.316
C 4.821 -0.512 1.434
C 4.848 -0.378 0.041
C 3.670 -0.349 -0.681
C 2.470 -0.475 0.009
O 1.352 -0.523 -0.706
C 2.427 -0.596 1.400
C 1.200 -0.552 2.139
N 0.029 -0.496 1.677
C -1.025 -0.161 2.601
C -1.052 -0.396 3.940
C -2.158 0.046 4.720
C -3.197 0.723 4.159
C -3.192 0.974 2.758
C -4.207 1.681 2.061
C -4.117 1.885 0.717
C -3.014 1.334 0.019
N -2.072 0.675 0.653
C -2.117 0.507 2.008
C 3.638 -0.615 2.116
H 5.799 -0.309 -0.469
H 3.661 -0.279 -1.759
H 1.299 -0.441 3.218
H -0.264 -0.948 4.437
H -2.158 -0.173 5.779
H -4.033 1.065 4.754
H -5.060 2.056 2.614
H -4.879 2.415 0.165
H -2.931 1.401 -1.058
H 3.637 -0.703 3.195
C -0.150 6.828 -3.353
C 1.090 5.964 -3.276
N 0.935 4.826 -2.341
C 0.658 3.610 -2.834
C 0.418 2.500 -2.078
C 0.213 1.162 -2.704
O 0.866 0.750 -3.615
O -0.772 0.532 -2.030
C 0.465 2.591 -0.665
O 0.313 1.618 0.127
C 0.794 3.920 -0.122
C 0.910 4.079 1.268
C 1.255 5.291 1.776
F 1.421 5.432 3.101
C 1.486 6.415 0.946
C 1.360 6.258 -0.412
C 1.026 5.003 -0.968
N 1.857 7.694 1.454
C 3.241 8.082 1.224
C 3.379 9.588 1.284
N 2.872 10.072 2.623
C 1.447 9.621 2.859
C 1.399 8.111 2.770
H 0.017 7.647 -4.052
H -0.417 7.259 -2.387
H -1.002 6.252 -3.711
H 1.982 6.513 -2.976
H 1.323 5.523 -4.243
H 0.648 3.538 -3.915
H 0.760 3.232 1.922
H 1.495 7.124 -1.042
H 3.569 7.757 0.238
H 3.919 7.613 1.956
H 2.754 10.081 0.541
H 4.409 9.925 1.187
H 2.945 11.088 2.689
H 3.468 9.698 3.365
H 0.854 10.099 2.082
H 1.151 9.995 3.837
H 0.367 7.802 2.927
H 1.994 7.676 3.584
C -4.029 -2.764 -0.146
C -2.840 -1.892 -0.286
O -2.641 -1.082 -1.216
O -1.889 -1.939 0.581
H -4.740 -2.576 -0.944
H -4.492 -2.599 0.827
H -3.686 -3.799 -0.177
Cl -0.721 -4.924 0.195
Ge 0.427 -3.138 -0.073
Cl 2.410 -3.839 -0.460
Cl -0.303 -2.459 -2.183
*
```

=====

> Number 1 is which compound?

C34H31BN3O12

=====

What did the third record say?
C34H31Cl4FGeN5O6W as an isolated structure in a non-equilibrium geometry, computed with ωB97M-V/def2-TZVPD.

Computed properties:
- LUMO energy (alpha / beta): -5.31 / -5.27 eV
- ΔE to the lowest compared entry with this formula, charge and spin: 2.626 eV
- ⟨S²⟩: 0.76
- Frontier orbital gap (alpha / beta): 5.795 / 6.738 eV

Geometry as ORCA input:
```
! RIJCOSX wB97M-V def2-TZVPD def2/J DEFGRID3
* xyz 2 2
W -0.520 -0.526 -0.348
Cl 6.323 -0.529 2.316
C 4.821 -0.512 1.434
C 4.848 -0.378 0.041
C 3.670 -0.349 -0.681
C 2.470 -0.475 0.009
O 1.352 -0.523 -0.706
C 2.427 -0.596 1.400
C 1.200 -0.552 2.139
N 0.029 -0.496 1.677
C -1.025 -0.161 2.601
C -1.052 -0.396 3.940
C -2.158 0.046 4.720
C -3.197 0.723 4.159
C -3.192 0.974 2.758
C -4.207 1.681 2.061
C -4.117 1.885 0.717
C -3.014 1.334 0.019
N -2.072 0.675 0.653
C -2.117 0.507 2.008
C 3.638 -0.615 2.116
H 5.799 -0.309 -0.469
H 3.661 -0.279 -1.759
H 1.299 -0.441 3.218
H -0.264 -0.948 4.437
H -2.158 -0.173 5.779
H -4.033 1.065 4.754
H -5.060 2.056 2.614
H -4.879 2.415 0.165
H -2.931 1.401 -1.058
H 3.637 -0.703 3.195
C -0.150 6.828 -3.353
C 1.090 5.964 -3.276
N 0.935 4.826 -2.341
C 0.658 3.610 -2.834
C 0.418 2.500 -2.078
C 0.213 1.162 -2.704
O 0.866 0.750 -3.615
O -0.772 0.532 -2.030
C 0.465 2.591 -0.665
O 0.313 1.618 0.127
C 0.794 3.920 -0.122
C 0.910 4.079 1.268
C 1.255 5.291 1.776
F 1.421 5.432 3.101
C 1.486 6.415 0.946
C 1.360 6.258 -0.412
C 1.026 5.003 -0.968
N 1.857 7.694 1.454
C 3.241 8.082 1.224
C 3.379 9.588 1.284
N 2.872 10.072 2.623
C 1.447 9.621 2.859
C 1.399 8.111 2.770
H 0.017 7.647 -4.052
H -0.417 7.259 -2.387
H -1.002 6.252 -3.711
H 1.982 6.513 -2.976
H 1.323 5.523 -4.243
H 0.648 3.538 -3.915
H 0.760 3.232 1.922
H 1.495 7.124 -1.042
H 3.569 7.757 0.238
H 3.919 7.613 1.956
H 2.754 10.081 0.541
H 4.409 9.925 1.187
H 2.945 11.088 2.689
H 3.468 9.698 3.365
H 0.854 10.099 2.082
H 1.151 9.995 3.837
H 0.367 7.802 2.927
H 1.994 7.676 3.584
C -4.029 -2.764 -0.146
C -2.840 -1.892 -0.286
O -2.641 -1.082 -1.216
O -1.889 -1.939 0.581
H -4.740 -2.576 -0.944
H -4.492 -2.599 0.827
H -3.686 -3.799 -0.177
Cl -0.721 -4.924 0.195
Ge 0.427 -3.138 -0.073
Cl 2.410 -3.839 -0.460
Cl -0.303 -2.459 -2.183
*
```